1.
{
  "formula": "C4H5NO2",
  "method": "ωB97M-V/def2-TZVPD",
  "species": ["N", "C", "C", "C", "O", "C", "O", "H", "H", "H", "H", "H"],
  "coordinates": [[0.703, -0.588, -2.073], [0.204, -0.357, -0.807], [0.650, 0.388, 0.242], [-0.445, 0.433, 1.164], [-0.460, 1.156, 2.317], [-1.421, -0.364, 0.675], [-1.029, -0.836, -0.565], [0.658, -1.540, -2.405], [1.579, -0.130, -2.274], [1.671, 0.576, 0.525], [0.132, 1.907, 2.176], [-2.340, -0.761, 1.072]],
  "atomic_forces_ev_per_a": [[0.08, -0.10, 0.03], [0.04, 0.04, 0.10], [0.04, -0.28, 0.04], [-0.13, -0.33, -0.17], [0.12, 0.02, 0.07], [-0.04, 0.15, 0.21], [0.05, 0.00, -0.14], [-0.01, 0.05, 0.05], [-0.10, -0.12, 0.11], [0.12, 0.51, -0.38], [-0.14, -0.17, 0.19], [-0.02, 0.22, -0.12]],
  "mulliken_charge": [-0.489, 0.324, -0.512, 0.645, -0.533, -0.650, -0.371, 0.236, 0.223, 0.356, 0.331, 0.439],
  "relative_energy_kcal_mol": 30.01,
  "homo_energy_ev": -7.744,
  "lumo_energy_ev": 0.86,
  "spin_multiplicity": 1,
  "smiles": "Nc1cc(O)co1"
}

2.
{
  "formula": "C4H5NO2",
  "method": "ωB97M-V/def2-TZVPD",
  "species": ["C", "O", "C", "N", "O", "C", "C", "H", "H", "H", "H", "H"],
  "coordinates": [[-1.777, 1.091, 0.029], [-0.373, 1.473, 0.064], [0.529, 0.362, 0.291], [0.340, 0.934, 1.427], [2.008, -1.795, 1.154], [1.743, -1.667, -0.030], [0.973, -0.571, -0.578], [-1.863, 0.006, 0.107], [-2.262, 1.585, 0.870], [-2.163, 1.458, -0.924], [2.083, -2.415, -0.774], [0.762, -0.462, -1.635]],
  "atomic_forces_ev_per_a": [[-0.13, -0.03, 0.03], [-0.10, 0.18, -0.19], [-0.08, 0.08, 0.28], [0.18, -0.36, -0.30], [-0.07, 0.04, -0.33], [0.03, 0.02, 0.12], [0.03, 0.04, 0.13], [0.00, 0.16, -0.03], [0.04, -0.05, -0.12], [0.08, -0.08, 0.15], [0.01, 0.02, 0.10], [0.01, -0.03, 0.16]],
  "mulliken_charge": [-0.562, -0.181, 0.753, -0.438, -0.550, 0.015, -0.556, 0.347, 0.251, 0.249, 0.324, 0.348],
  "relative_energy_kcal_mol": 124.31,
  "homo_energy_ev": -8.821,
  "lumo_energy_ev": 0.34,
  "spin_multiplicity": 1
}

3.
{
  "formula": "C4H5NO2",
  "method": "ωB97M-V/def2-TZVPD",
  "species": ["C", "N", "C", "C", "O", "C", "O", "H", "H", "H", "H", "H"],
  "coordinates": [[-0.506, 1.219, 1.762], [0.242, 0.467, 1.076], [0.249, 0.664, -0.363], [-0.339, -0.642, -0.869], [-1.519, -0.836, -1.040], [0.642, -1.801, -1.055], [1.836, -1.643, -1.069], [-1.077, 2.059, 1.344], [-0.602, 1.027, 2.831], [-0.360, 1.512, -0.710], [1.281, 0.759, -0.714], [0.153, -2.784, -1.193]],
  "atomic_forces_ev_per_a": [[0.13, -0.12, -0.02], [-0.26, 0.28, 0.24], [-0.01, 0.09, -0.11], [-0.38, 0.00, -0.02], [0.53, 0.11, -0.05], [0.48, -0.07, -0.06], [-0.60, -0.10, -0.02], [0.04, -0.15, -0.03], [0.10, 0.10, -0.09], [0.04, -0.17, 0.09], [-0.14, -0.03, 0.08], [0.07, 0.07, 0.00]],
  "mulliken_charge": [-0.309, -0.384, -0.341, 0.448, -0.490, -0.009, -0.443, 0.222, 0.259, 0.415, 0.274, 0.358],
  "relative_energy_kcal_mol": 45.67,
  "homo_energy_ev": -9.869,
  "lumo_energy_ev": -0.59,
  "spin_multiplicity": 1,
  "smiles": "C=NCC(=O)C=O"
}

4.
{
  "formula": "C4H5NO2",
  "method": "ωB97M-V/def2-TZVPD",
  "species": ["N", "C", "O", "C", "C", "C", "O", "H", "H", "H", "H", "H"],
  "coordinates": [[-1.056, 0.622, 0.703], [-0.240, 1.226, -0.363], [-0.285, 0.290, -1.431], [0.179, -0.826, -0.708], [-0.306, -0.628, 0.710], [1.144, -0.261, 0.274], [1.102, 1.125, 0.112], [-1.779, -0.031, 0.311], [-0.450, 2.245, -0.686], [0.232, -1.754, -1.242], [-0.519, -1.300, 1.524], [1.978, -0.707, 0.795]],
  "atomic_forces_ev_per_a": [[-0.17, -1.39, -0.32], [0.02, 0.14, -0.20], [-0.09, -0.11, -0.15], [0.03, -0.55, -0.36], [2.54, -0.04, 0.97], [-0.88, -0.35, 1.49], [-0.49, 0.35, -0.17], [-1.07, 2.67, -0.35], [-0.17, -0.34, 0.13], [0.11, -0.09, -0.21], [0.00, -0.43, -0.33], [0.19, 0.15, -0.49]],
  "mulliken_charge": [-0.514, 0.313, -0.421, -0.138, -0.469, -0.399, -0.398, 0.331, 0.411, 0.405, 0.474, 0.404],
  "relative_energy_kcal_mol": 72.17,
  "homo_energy_ev": -9.563,
  "lumo_energy_ev": 0.98,
  "spin_multiplicity": 1,
  "smiles": "N1[C@@H]2O[C@@H]3[C@H]1[C@@H]3O2"
}

5.
{
  "formula": "C4H5NO2",
  "method": "ωB97M-V/def2-TZVPD",
  "species": ["C", "O", "C", "N", "O", "C", "C", "H", "H", "H", "H", "H"],
  "coordinates": [[-1.447, -0.588, -1.450], [-0.565, -1.229, -0.539], [0.161, -0.406, 0.228], [0.274, 0.941, -0.066], [1.240, 1.347, 0.744], [1.724, 0.318, 1.481], [1.098, -0.903, 1.259], [-2.183, 0.018, -0.910], [-0.888, 0.052, -2.139], [-1.944, -1.392, -1.992], [2.586, 0.591, 2.077], [-0.301, -0.193, 1.314]],
  "atomic_forces_ev_per_a": [[-0.23, 0.12, -0.23], [0.03, 0.04, 0.10], [0.04, 0.16, -0.45], [0.06, -0.29, -0.21], [0.23, -0.05, 0.01], [-0.14, 0.06, 0.10], [-0.18, 0.42, 0.08], [0.06, -0.06, -0.12], [-0.13, -0.08, 0.04], [0.03, 0.14, 0.04], [-0.22, 0.00, 0.00], [0.45, -0.45, 0.63]],
  "mulliken_charge": [-0.638, -0.329, 0.603, -0.254, -0.100, 0.083, -0.852, 0.301, 0.295, 0.227, 0.423, 0.241],
  "relative_energy_kcal_mol": 154.01,
  "homo_energy_ev": [-9.277, -9.277],
  "lumo_energy_ev": [-0.44, -0.44],
  "spin_multiplicity": 1
}

6.
{
  "formula": "C4H5NO2",
  "method": "ωB97M-V/def2-TZVPD",
  "species": ["O", "C", "C", "C", "O", "C", "N", "H", "H", "H", "H", "H"],
  "coordinates": [[-0.531, -0.565, 2.063], [-1.099, 0.047, 0.940], [-0.036, 0.017, -0.138], [1.261, -0.350, -0.126], [1.772, -0.061, -1.356], [0.708, 0.410, -2.073], [-0.367, 0.534, -1.374], [-1.130, -0.565, 2.840], [-2.005, -0.505, 0.595], [-1.364, 1.119, 1.168], [1.955, -0.824, 0.585], [0.836, 0.744, -3.123]],
  "atomic_forces_ev_per_a": [[-0.11, -0.47, 1.46], [-0.04, 0.39, -0.29], [-0.91, 0.37, 0.82], [0.32, -0.22, 0.52], [-0.40, -0.18, -1.11], [0.38, 0.78, -0.13], [0.24, -0.39, -0.56], [0.43, 0.13, -0.97], [0.50, 0.49, 0.08], [0.09, -0.91, -0.42], [-0.71, 0.49, -0.47], [0.21, -0.49, 1.06]],
  "mulliken_charge": [-0.526, -0.260, 0.271, -0.100, -0.331, -0.019, -0.522, 0.301, 0.234, 0.217, 0.387, 0.348],
  "relative_energy_kcal_mol": 26.69,
  "homo_energy_ev": -9.226,
  "lumo_energy_ev": 0.80,
  "spin_multiplicity": 1,
  "smiles": "OCc1cocn1"
}

7.
{
  "formula": "C4H5NO2",
  "method": "ωB97M-V/def2-TZVPD",
  "species": ["C", "C", "C", "N", "C", "O", "O", "H", "H", "H", "H", "H"],
  "coordinates": [[-2.158, 0.218, 0.300], [-1.159, -0.738, -0.310], [0.067, -0.329, -0.461], [1.149, 0.226, -0.657], [2.330, -0.203, -0.010], [2.633, -1.355, 0.118], [3.133, 0.810, 0.335], [-1.871, 0.541, 1.305], [-2.223, 1.105, -0.337], [-3.146, -0.238, 0.349], [-1.456, -1.686, -0.748], [2.702, 1.649, 0.118]],
  "atomic_forces_ev_per_a": [[-0.18, 0.09, 0.11], [0.24, 0.15, -0.16], [0.19, 0.18, -0.11], [-0.37, -0.40, -0.22], [0.18, -0.56, 0.05], [0.03, 0.50, 0.12], [-0.07, 0.11, 0.09], [-0.07, -0.09, -0.11], [-0.14, -0.06, 0.17], [0.09, 0.02, 0.05], [0.07, 0.17, 0.04], [0.04, -0.10, -0.03]],
  "mulliken_charge": [-0.946, -0.558, 0.640, -0.494, 0.713, -0.489, -0.461, 0.301, 0.283, 0.288, 0.359, 0.365],
  "relative_energy_kcal_mol": 31.91,
  "homo_energy_ev": -9.276,
  "lumo_energy_ev": 0.51,
  "spin_multiplicity": 1,
  "smiles": "CC=C=NC(=O)O"
}

8.
{
  "formula": "C4H5NO2",
  "method": "ωB97M-V/def2-TZVPD",
  "species": ["N", "C", "C", "C", "O", "C", "O", "H", "H", "H", "H", "H"],
  "coordinates": [[0.200, 1.245, 1.038], [-0.064, 0.548, -0.083], [-1.297, 0.019, -0.720], [-0.671, -0.956, 0.217], [0.519, -1.543, -0.041], [1.204, -0.262, -0.395], [2.101, -0.140, -1.189], [1.088, 1.733, 0.921], [1.431, 0.058, 1.018], [-2.247, 0.420, -0.377], [-1.225, -0.162, -1.790], [-1.127, -1.166, 1.180]],
  "atomic_forces_ev_per_a": [[0.00, -0.11, -0.20], [0.11, 0.36, 0.06], [-0.03, 0.02, -0.04], [-0.25, -0.29, 0.18], [0.02, -0.05, 0.02], [0.35, 0.17, -0.42], [-0.39, -0.07, 0.35], [-0.01, -0.15, 0.02], [-0.01, 0.10, 0.04], [0.14, -0.06, -0.04], [0.02, 0.03, 0.16], [0.06, 0.05, -0.14]],
  "mulliken_charge": [-0.744, 1.006, -0.536, -0.087, -0.287, -0.150, -0.545, 0.340, 0.175, 0.264, 0.254, 0.310],
  "relative_energy_kcal_mol": 159.79,
  "homo_energy_ev": -9.048,
  "lumo_energy_ev": -1.38,
  "spin_multiplicity": 1
}

9.
{
  "formula": "C4H5NO2",
  "method": "ωB97M-V/def2-TZVPD",
  "species": ["O", "C", "N", "C", "C", "C", "O", "H", "H", "H", "H", "H"],
  "coordinates": [[2.387, -1.301, -0.225], [1.597, -0.677, -0.871], [0.447, -0.161, -0.347], [-0.025, -0.176, 1.051], [-1.291, 0.573, 0.548], [-0.697, 0.494, -0.885], [-0.965, 0.742, -2.044], [1.757, -0.395, -1.964], [0.520, 0.468, 1.727], [-0.129, -1.182, 1.483], [-2.264, 0.000, 0.615], [-1.337, 1.615, 0.913]],
  "atomic_forces_ev_per_a": [[0.42, -0.40, 0.40], [0.19, 0.78, -1.64], [-0.40, 0.25, 0.28], [-0.59, 0.11, -0.49], [-1.15, -0.33, -0.44], [0.56, -0.46, -1.02], [0.20, -0.16, 2.19], [-0.32, -0.41, 1.02], [0.58, -0.09, 0.04], [-0.13, 0.40, -0.30], [1.02, 0.93, 0.10], [-0.38, -0.63, -0.14]],
  "mulliken_charge": [-0.512, 0.098, 0.137, -0.524, -0.357, 0.352, -0.571, 0.313, 0.252, 0.291, 0.259, 0.260],
  "relative_energy_kcal_mol": 15.70,
  "homo_energy_ev": -10.194,
  "lumo_energy_ev": 0.75,
  "spin_multiplicity": 1,
  "smiles": "O=CN1CCC1=O"
}

10.
{
  "formula": "C4H5NO2S",
  "method": "ωB97M-V/def2-TZVPD",
  "species": ["C", "C", "C", "C", "N", "O", "O", "S", "H", "H", "H", "H", "H"],
  "coordinates": [[-1.091, -0.923, -0.841], [-0.219, -0.182, -0.207], [1.156, -1.381, 0.412], [-0.034, 1.263, 0.133], [0.805, -2.485, -0.152], [2.086, -1.020, 1.040], [1.529, -3.676, -0.128], [-0.775, -2.640, -0.950], [-1.918, -0.487, -1.307], [1.005, 1.487, 0.058], [-0.398, 1.461, 1.229], [-0.722, 1.872, -0.604], [1.078, -4.137, 0.703]],
  "atomic_forces_ev_per_a": [[0.86, -0.05, 0.44], [3.59, -2.32, 2.20], [-3.07, 4.99, -1.21], [-3.19, 0.12, 0.24], [-1.93, -2.51, -2.08], [1.47, 0.01, 1.04], [-1.86, -0.82, 3.01], [0.90, 0.14, 0.26], [-1.48, 0.10, -0.86], [0.66, 0.54, -0.12], [0.73, -0.30, -2.01], [1.57, -0.79, 1.50], [1.75, 0.88, -2.41]],
  "mulliken_charge": [-0.325, 0.032, 0.559, -0.940, 0.076, -0.552, -0.412, -0.038, 0.424, 0.275, 0.225, 0.305, 0.370],
  "relative_energy_kcal_mol": 114.40,
  "homo_energy_ev": -8.684,
  "lumo_energy_ev": 0.34,
  "spin_multiplicity": 1
}

Number 1: energy -9813.0133 eV. Number 2: energy -9808.9244 eV. Number 3: energy -9812.3342 eV. Number 4: energy -9811.1853 eV. Number 5: energy -9807.6363 eV. Number 6: energy -9813.1575 eV. Number 7: energy -9812.9311 eV. Number 8: energy -9807.3858 eV. Number 9: energy -9813.6342 eV. Number 10: energy -20645.2186 eV.